20
Properties=species:S:1:pos:R:3:forces:R:3 method="wB97M-V/def2-TZVPD" e_tot_ha=-552.5041 homo_ev=-7.22 smiles=C[C@]1(n2c(O)ccc2O)CO1 total_charge=0 mol_weight_g_mol=155.15 e_above_lowest_kcal_mol=63.4
C -0.99560 1.76316 0.95560 0.6693 0.4503 1.0415
C -0.37926 1.12789 -0.23829 1.6678 -0.4437 1.8831
N -0.08287 -0.33000 0.02499 2.5721 0.2589 0.1487
C -0.66502 -1.36233 -0.65243 0.1048 -0.3445 1.4481
O -1.72721 -1.11357 -1.40036 -1.8018 -0.8991 -0.8212
C -0.18281 -2.56340 -0.16528 -2.2965 0.7956 -2.5559
C 0.83513 -2.31208 0.73155 1.8563 0.1956 0.0729
C 1.01273 -0.98261 0.76800 -2.6537 3.1591 -0.1457
O 1.89733 -0.16973 1.42435 0.2154 -0.8351 -0.5211
C 0.57670 1.90921 -1.02893 -0.1136 1.4036 -1.2644
O -0.72598 1.50219 -1.49646 -0.9074 -1.4150 -1.5441
H -0.14034 1.77471 1.70664 -1.4262 0.1880 -0.5343
H -1.76919 1.11520 1.26481 -0.8011 -0.8824 0.8893
H -1.51001 2.74004 0.86055 0.9428 -0.3003 -0.4375
H -1.71271 -0.33464 -1.96136 0.6614 0.2477 0.1430
H -0.60583 -3.45556 -0.54326 0.0297 -0.9566 -0.0069
H 1.61622 -2.99788 0.99117 -0.0507 -0.3679 0.6203
H 2.67652 -0.73132 1.32718 0.6033 0.6482 0.5309
H 0.44426 3.04103 -1.08341 1.3542 -1.5350 0.8350
H 1.43793 1.37969 -1.48505 -0.6262 0.6326 0.2183